(1)
A 5-piece molecular cluster, C31H69N3O7 overall in a non-equilibrium geometry, computed with ωB97M-V with the def2-TZVPD basis set.

Calculated values
Strongest force on any atom ... 3.112 eV Å⁻¹
Highest occupied orbital energy ... -7.8 eV
Structure (SMILES) ... CC1(C)CCCC(C)(C)N1O.CC1(C)CCCC(C)(C)N1O.CC1(C)CCCC(C)(C)N1O.OCCO.OCCO
Electronic energy ... -52058.6652 eV
Relative energy (zero: lowest compared OMol25 entry of this formula, charge and spin) ... 131.5 kcal per mole

Element x y z (Å)
C (-3.624, 2.004, -0.634)
C (-4.434, 2.189, 0.567)
O (-4.366, 3.536, 0.977)
O (-3.995, 2.985, -1.576)
H (-3.910, 1.000, -0.947)
H (-2.553, 1.989, -0.433)
H (-3.961, 1.485, 1.252)
H (-5.422, 1.886, 0.222)
H (-5.172, 3.915, 1.336)
H (-3.352, 2.836, -2.273)
C (-6.919, 4.936, 6.289)
C (-7.846, 4.214, 7.235)
O (-8.161, 5.018, 8.357)
O (-7.575, 5.831, 5.408)
H (-6.202, 4.286, 5.788)
H (-6.400, 5.568, 7.010)
H (-7.378, 3.392, 7.777)
H (-8.844, 3.993, 6.856)
H (-7.962, 5.925, 8.116)
H (-7.795, 6.736, 5.641)
C (6.099, 6.859, 2.317)
C (5.467, 6.130, 1.141)
C (3.946, 6.403, 1.116)
C (3.158, 6.102, -0.150)
C (3.881, 6.910, -1.194)
C (5.415, 6.652, -1.435)
N (6.025, 6.644, -0.122)
O (7.354, 6.726, -0.113)
C (5.728, 5.355, -2.202)
C (5.932, 7.789, -2.395)
C (5.691, 4.551, 1.306)
H (6.014, 6.358, 3.282)
H (5.587, 7.819, 2.386)
H (7.183, 6.969, 2.301)
H (3.505, 5.833, 1.934)
H (3.725, 7.461, 1.252)
H (2.145, 6.482, -0.019)
H (3.053, 5.040, -0.373)
H (3.828, 7.963, -0.918)
H (3.403, 6.845, -2.171)
H (5.231, 4.462, -1.824)
H (5.447, 5.473, -3.248)
H (6.797, 5.181, -2.078)
H (7.002, 7.601, -2.486)
H (5.531, 7.694, -3.404)
H (5.719, 8.798, -2.043)
H (5.204, 3.963, 0.528)
H (5.388, 4.015, 2.204)
H (6.762, 4.353, 1.255)
H (7.539, 7.666, -0.183)
C (-3.694, -5.788, -9.269)
C (-3.259, -5.562, -7.808)
C (-2.010, -6.427, -7.510)
C (-1.281, -5.948, -6.098)
C (-1.032, -4.505, -6.115)
C (-2.365, -3.654, -6.396)
N (-2.948, -4.112, -7.686)
O (-3.882, -3.134, -8.142)
C (-3.396, -3.696, -5.226)
C (-1.667, -2.279, -6.625)
C (-4.488, -6.119, -7.077)
H (-2.858, -5.602, -9.943)
H (-4.480, -5.073, -9.512)
H (-4.217, -6.713, -9.509)
H (-2.136, -7.508, -7.452)
H (-1.445, -6.254, -8.427)
H (-0.381, -6.530, -5.898)
H (-1.885, -6.215, -5.231)
H (-0.174, -4.314, -6.760)
H (-0.677, -4.171, -5.140)
H (-3.587, -4.752, -5.035)
H (-2.807, -3.406, -4.356)
H (-4.338, -3.158, -5.326)
H (-0.877, -2.273, -7.375)
H (-2.379, -1.539, -6.991)
H (-1.429, -1.758, -5.698)
H (-5.261, -5.355, -7.164)
H (-4.358, -6.378, -6.026)
H (-4.987, -6.933, -7.602)
H (-3.520, -2.945, -9.011)
C (2.249, -5.453, 6.471)
C (0.897, -4.901, 5.928)
C (0.743, -3.517, 6.542)
C (1.686, -2.386, 6.012)
C (1.510, -2.142, 4.588)
C (1.413, -3.459, 3.724)
N (0.831, -4.639, 4.469)
O (0.464, -5.680, 3.614)
C (0.584, -3.132, 2.422)
C (2.904, -3.739, 3.323)
C (-0.150, -5.958, 6.489)
H (2.752, -6.127, 5.778)
H (2.314, -6.056, 7.377)
H (3.049, -4.726, 6.618)
H (-0.300, -3.204, 6.565)
H (0.938, -3.481, 7.614)
H (2.756, -2.524, 6.169)
H (1.701, -1.465, 6.595)
H (2.340, -1.538, 4.222)
H (0.511, -1.734, 4.434)
H (1.041, -2.260, 1.953)
H (0.825, -3.854, 1.642)
H (-0.503, -3.054, 2.431)
H (3.382, -3.355, 2.421)
H (3.562, -3.518, 4.163)
H (3.031, -4.820, 3.286)
H (-0.063, -7.034, 6.342)
H (-1.123, -5.628, 6.124)
H (-0.413, -5.917, 7.546)
H (0.999, -6.420, 3.911)

These are the Mulliken partial charges, in e, on atoms 1 to 2:
1 C -0.3864
2 C -0.3496

---

(2)
A 2-piece molecular cluster, C2HN2O2 overall in a non-equilibrium geometry, computed with ωB97M-V with the def2-TZVPD basis set.

Calculated values
Strongest force on any atom ... 3.407 eV Å⁻¹
Highest occupied orbital energy (alpha / beta) ... -2.4 / -2.4 eV
Electronic energy ... -9162.6570 eV
Relative energy (zero: lowest compared OMol25 entry of this formula, charge and spin) ... 82.6 kcal per mole
Total charge ... -1

Element x y z (Å)
C (1.119, -2.583, 0.153)
C (1.117, -0.481, -1.312)
N (0.073, 0.435, -0.704)
N (1.282, 0.810, -0.791)
O (1.321, -2.237, 1.264)
O (0.824, -3.383, -0.672)
H (1.128, -0.444, -2.539)

These are the natural (NBO) partial charges, in e, on atoms 1 to 2:
1 C 1.0023
2 C -0.4278

---

(3)
An isolated ion of composition C4H11NOP and charge +1 in a non-equilibrium geometry, computed with ωB97M-V with the def2-TZVPD basis set.

Calculated values
Strongest force on any atom ... 4.813 eV Å⁻¹
Highest occupied orbital energy ... -13.7 eV
Structure (SMILES) ... C[NH2+]C(C)(C)P=O
Electronic energy ... -17143.9962 eV
Relative energy (zero: lowest compared OMol25 entry of this formula, charge and spin) ... 33.3 kcal per mole
Total charge ... +1

Element x y z (Å)
C (0.277, 0.827, -1.136)
C (0.461, 0.892, 1.276)
C (-1.799, -0.929, 0.024)
C (0.608, -0.049, 0.087)
N (-0.311, -1.214, -0.146)
O (3.417, 0.413, 0.004)
P (2.480, -0.703, 0.060)
H (0.439, 0.350, -2.110)
H (1.051, 1.555, -1.265)
H (-0.793, 1.320, -1.158)
H (0.477, 0.353, 2.313)
H (-0.517, 1.550, 1.397)
H (1.169, 1.687, 1.262)
H (-2.129, -0.492, -0.891)
H (-2.277, -1.776, 0.245)
H (-2.003, -0.058, 0.583)
H (-0.297, -2.047, 0.481)
H (-0.251, -1.678, -1.026)

These are the natural (NBO) partial charges, in e, on atoms 1 to 2:
1 C -0.6704
2 C -0.6778

---

(4)
C5H6N as an isolated structure in a non-equilibrium geometry, computed with ωB97M-V with the def2-TZVPD basis set.

Calculated values
Strongest force on any atom ... 3.328 eV Å⁻¹
Highest occupied orbital energy (alpha / beta) ... -14.7 / -14.2 eV
Electronic energy ... -6755.9751 eV
Relative energy (zero: lowest compared OMol25 entry of this formula, charge and spin) ... 212.2 kcal per mole
Total charge ... +1

Element x y z (Å)
C (1.440, 0.683, -0.319)
C (1.681, -0.600, 0.063)
C (-0.843, -1.142, -0.063)
C (-1.345, 0.263, -0.248)
C (0.022, 0.620, 0.204)
N (0.319, -0.764, 0.407)
H (1.933, 1.434, -0.966)
H (2.455, -1.201, 0.288)
H (-1.121, -2.136, -0.549)
H (-1.705, 0.501, -1.217)
H (-2.308, 0.521, 0.173)
H (-0.529, 1.821, 2.229)

These are the natural (NBO) partial charges, in e, on atoms 1 to 2:
1 C -0.1764
2 C 0.0289

---

(5)
One molecule with the formula C3H3FS2 in a non-equilibrium geometry, computed with ωB97M-V with the def2-TZVPD basis set.

Calculated values
Strongest force on any atom ... 1.935 eV Å⁻¹
Highest occupied orbital energy ... -9.2 eV
Structure (SMILES) ... FCC(=S)C=S
Electronic energy ... -27545.7127 eV
Relative energy (zero: lowest compared OMol25 entry of this formula, charge and spin) ... 18.2 kcal per mole

Element x y z (Å)
C (-0.064, -1.144, 0.136)
C (-0.591, 0.250, -0.045)
C (0.378, 1.314, -0.241)
H (-0.844, -1.943, 0.117)
H (0.620, -1.154, 0.980)
H (-0.070, 2.210, -0.544)
F (0.763, -1.444, -0.896)
S (-2.090, 0.664, 0.248)
S (1.898, 1.245, 0.245)

These are the natural (NBO) partial charges, in e, on atoms 1 to 2:
1 C -0.0132
2 C -0.2213

---

(6)
C5H24BCuN10O5 as an isolated structure in a non-equilibrium geometry, computed with ωB97M-V with the def2-TZVPD basis set.

Calculated values
Strongest force on any atom ... 9.274 eV Å⁻¹
Highest occupied orbital energy (alpha / beta) ... -11.7 / -11.7 eV
Electronic energy ... -76017.3136 eV
Relative energy (zero: lowest compared OMol25 entry of this formula, charge and spin) ... 220.2 kcal per mole
Total charge ... +1
<S²> ... 0.75
Multiplicity ... 2

Element x y z (Å)
Cu (0.304, -0.192, -0.145)
B (2.273, -2.173, 1.596)
H (1.938, -2.893, 0.866)
H (1.448, -1.777, 2.167)
H (3.016, -2.542, 2.286)
H (2.816, -1.371, 1.120)
C (-1.559, 1.089, 4.675)
O (-1.279, 0.913, 3.494)
N (-0.603, 1.161, 5.556)
N (-2.682, 0.931, 5.261)
H (-0.791, 0.914, 6.517)
H (0.357, 1.200, 5.242)
H (-3.497, 0.643, 4.739)
H (-2.734, 1.165, 6.242)
C (1.549, -2.381, -4.408)
O (1.771, -1.547, -3.525)
N (1.726, -3.641, -4.315)
N (1.107, -2.054, -5.518)
H (2.270, -4.018, -3.552)
H (1.471, -4.073, -5.192)
H (0.707, -2.758, -6.121)
H (0.741, -1.121, -5.646)
C (-2.765, 3.821, -1.738)
O (-2.105, 2.821, -1.577)
N (-3.387, 4.487, -0.760)
N (-2.822, 4.393, -2.904)
H (-3.788, 5.373, -1.030)
H (-2.963, 4.438, 0.156)
H (-2.395, 3.938, -3.698)
H (-3.134, 5.348, -3.011)
C (-3.031, -3.897, -0.428)
O (-2.582, -2.800, -0.583)
N (-2.517, -5.019, -0.918)
N (-4.026, -4.115, 0.392)
H (-1.565, -5.030, -1.256)
H (-3.041, -5.804, -0.557)
H (-4.512, -4.992, 0.265)
H (-4.346, -3.274, 0.850)
C (4.313, 2.891, 0.557)
O (3.127, 2.548, 0.349)
N (5.218, 2.306, 1.244)
N (4.870, 4.028, 0.108)
H (5.035, 1.458, 1.761)
H (6.164, 2.444, 0.919)
H (5.618, 4.362, 0.699)
H (4.285, 4.799, -0.178)

These are the natural (NBO) partial charges, in e, on atoms 1 to 2:
1 Cu 0.9916
2 B -0.4904